[1]
The following is a quantum chemistry calculation of 2 unconnected molecules or ions with the total composition C5H9NO at a distorted geometry, from the OMol25 dataset.

ORCA input file:
```
! RIJCOSX wB97M-V def2-TZVPD def2/J DEFGRID3
* xyz 0 1
C 1.735 -0.127 -1.814
H 0.658 1.538 -2.822
H 2.730 -0.242 -2.185
C -1.727 0.890 -1.531
H -1.262 -0.785 5.859
C -0.025 -0.862 -0.722
H -2.585 0.535 -0.960
H -1.450 0.556 6.860
O -0.880 0.095 6.173
H -1.633 1.977 -1.358
H 1.942 -1.989 -0.785
H -2.164 0.758 -2.676
H -0.526 -1.470 0.036
C -0.322 0.339 -1.272
C 0.770 0.790 -2.055
N 1.249 -1.118 -0.999
*
```

The LUMO energy is 0.03224 Eh. As for the gap between HOMO and LUMO: 0.330 Eh. As for the energy above the lowest of the compared OMol25 structures with the same formula, charge and spin: 215.0 kJ/mol. Its SMILES is Cc1cc[nH]c1.O.

***

[2]
The following is a quantum chemistry calculation of C5H9NO in the gas phase at a distorted geometry, from the OMol25 dataset.

ORCA input file:
```
! RIJCOSX wB97M-V def2-TZVPD def2/J DEFGRID3
* xyz 0 1
H -0.267 -0.252 -2.596
H 1.693 1.506 -0.240
H 0.516 1.449 -1.552
H -0.257 -1.657 0.707
C -0.730 -0.006 -0.595
C -1.167 -0.151 1.899
H 2.806 0.142 -0.642
C 1.861 0.447 -0.164
H -1.968 -1.447 0.419
H -1.497 0.725 -0.828
H -1.434 -0.791 2.771
C 0.605 0.462 -1.006
H 1.852 0.145 0.895
O -1.000 1.036 2.039
C -1.033 -0.890 0.590
N 0.006 -0.642 -1.703
*
```

The LUMO energy is 0.03679 Eh. As for the gap between HOMO and LUMO: 0.397 Eh. As for the energy above the lowest of the compared OMol25 structures with the same formula, charge and spin: 293.1 kJ/mol. Its SMILES is C[C@H]1N[C@H]1CC=O.